# 1
126
Properties=species:S:1:pos:R:3:forces:R:3:mulliken_charge:R:1 method="wB97M-V/def2-TZVPD" charge=+1 e_above_lowest_kcal_mol=0.0 molar_mass_g_mol=790.97 e_lumo_ev=-2.4267 max_force_ev_per_a=2.1
N 0.57239 4.59114 5.65342 0.21 0.11 -0.30 -0.6716
P 1.04141 4.74030 4.18384 -0.58 0.34 1.04 0.3093
N 2.03479 3.46104 3.60664 -0.91 -0.03 0.68 0.3450
C 3.17841 3.03796 4.47240 0.15 -0.67 -0.41 -0.7316
C 3.39989 1.54314 4.03650 -0.58 0.87 -0.23 -0.3594
N 2.44724 1.44693 2.89448 -0.76 -1.22 1.49 0.1385
C 1.44070 2.29148 3.19081 1.56 0.60 -0.61 -0.7852
N 0.14442 2.00016 3.15734 -0.40 0.47 -0.89 0.4322
H 0.88367 5.33552 6.26501 -0.04 -0.16 0.14 0.2488
H 1.79569 5.89173 3.91307 0.15 -0.16 -0.38 0.1239
H 0.01781 4.72430 3.23228 0.23 -0.17 -0.27 0.0313
H 4.03302 3.69858 4.37817 0.05 -0.03 -0.17 0.3924
H 2.82371 2.99646 5.50005 0.11 0.47 0.07 0.4227
H 4.41345 1.24518 3.80166 0.03 0.10 -0.16 0.4237
H 2.95312 0.94111 4.82553 0.49 -0.35 0.04 0.2383
H 2.15621 0.51445 2.61880 0.05 0.06 0.00 0.2322
H -0.54253 2.33332 2.48679 -0.14 0.35 0.21 -0.0089
H -0.19774 1.33980 3.85944 0.30 -0.63 -0.08 0.2016
C -3.28096 3.50478 0.80767 0.06 -0.13 -0.01 -1.2728
C -3.31375 2.74013 2.10688 -0.03 0.05 -0.06 0.7265
O -2.51181 1.82611 2.33694 0.17 -0.04 0.01 -0.7873
N -4.23727 3.08045 3.01792 -0.04 -0.03 -0.06 -0.0670
C -5.25073 4.12507 2.92375 0.16 -0.34 0.25 -0.8494
H -2.47675 3.11610 0.19057 0.02 0.03 0.06 0.1984
H -4.22701 3.39582 0.27620 -0.03 0.07 0.03 0.4581
H -3.09758 4.56414 0.98637 -0.04 0.02 -0.04 0.4034
H -4.19706 2.53105 3.86333 0.00 0.03 0.02 0.2333
H -5.11193 4.84803 3.72370 -0.05 0.10 -0.07 0.3105
H -6.24238 3.68202 3.02264 -0.03 0.08 -0.04 0.2903
H -5.18979 4.64658 1.97972 0.04 0.03 -0.02 0.2556
C 1.11637 -2.07549 3.78310 0.04 0.10 0.13 -1.6438
C 0.01682 -1.05755 3.97767 -0.15 -0.16 -0.13 0.9458
O 0.09901 -0.18704 4.85537 0.15 0.09 -0.17 -0.8304
N -1.03749 -1.10999 3.15219 0.19 0.07 0.20 0.1891
C -1.27522 -2.02116 2.03808 0.05 0.31 0.26 -0.8276
H 1.89392 -1.88859 4.51912 -0.03 0.01 0.03 0.3934
H 0.73631 -3.08722 3.92252 0.02 -0.02 -0.09 0.4919
H 1.54544 -1.99754 2.78196 -0.03 -0.11 -0.03 0.3666
H -1.73421 -0.39807 3.33505 -0.05 0.00 -0.17 0.1231
H -1.36412 -1.44858 1.11562 0.00 -0.07 -0.05 0.2214
H -2.19383 -2.57181 2.19138 -0.05 -0.08 -0.05 0.3733
H -0.45397 -2.72397 1.94044 -0.01 -0.01 -0.01 0.2025
C 1.85852 3.28473 0.11304 0.03 0.16 -0.21 0.3688
C 0.89576 4.20263 -0.59174 -0.10 -0.03 0.12 0.5437
O -0.26000 4.33532 -0.20035 0.03 0.02 0.03 -0.6449
N 1.34794 4.87791 -1.67351 0.00 -0.04 0.03 -0.1530
C 2.67161 4.82485 -2.26744 -0.17 0.11 -0.05 -0.8902
H 1.33087 2.82040 0.93220 -0.15 0.00 -0.04 -0.8739
H 2.21787 2.48933 -0.54226 0.16 0.01 0.07 0.2313
H 2.70741 3.84701 0.50689 0.07 -0.09 -0.03 0.4260
H 0.65774 5.47924 -2.09632 0.01 0.00 -0.01 0.2613
H 3.13141 5.81395 -2.25599 0.06 -0.03 0.01 0.3007
H 2.60838 4.48583 -3.30215 0.06 -0.03 0.00 0.2813
H 3.30723 4.13737 -1.71922 -0.01 -0.02 0.00 0.3358
C 3.85639 -1.41533 -2.14698 0.03 0.12 0.12 -0.9822
C 2.96339 -0.22457 -1.93329 0.01 -0.01 0.03 0.6646
O 3.12866 0.56877 -1.00611 -0.06 -0.03 0.01 -0.7256
N 1.94678 -0.04730 -2.81100 0.07 -0.09 -0.02 -0.0125
C 1.63004 -0.85772 -3.97830 -0.08 0.27 0.13 -0.5063
H 4.62273 -1.42118 -1.37704 -0.04 0.04 0.02 0.3199
H 3.27907 -2.33881 -2.07721 0.03 -0.04 -0.09 0.2578
H 4.32372 -1.37989 -3.13194 -0.05 -0.11 0.10 0.2517
H 1.36585 0.75185 -2.61190 0.01 0.01 -0.02 0.1566
H 1.67323 -0.24127 -4.87827 0.01 -0.07 -0.05 0.2531
H 0.62430 -1.26930 -3.88789 0.02 -0.08 -0.05 0.2383
H 2.32978 -1.67841 -4.08434 0.01 -0.02 -0.01 0.0373
C 4.28976 -3.34480 -7.00485 0.03 -0.04 0.04 -1.2888
C 4.79571 -2.17918 -6.19120 -0.07 -0.10 0.02 0.8031
O 4.85161 -2.22700 -4.97034 0.09 0.04 -0.12 -0.6652
N 5.18597 -1.06425 -6.85933 -0.05 -0.03 -0.03 -0.1564
C 5.18599 -0.83168 -8.29087 0.07 0.13 0.17 -0.8573
H 4.01290 -4.14085 -6.32116 -0.04 0.06 0.04 0.1622
H 3.40977 -3.06022 -7.58240 0.02 -0.03 -0.04 0.3658
H 5.06112 -3.70573 -7.68649 -0.03 0.02 -0.06 0.4461
H 5.51442 -0.32553 -6.25730 0.02 -0.01 -0.01 0.2211
H 6.19744 -0.62139 -8.64133 -0.01 -0.03 -0.06 0.2953
H 4.55143 0.02092 -8.53758 -0.02 -0.03 -0.06 0.2827
H 4.81257 -1.70325 -8.81711 -0.01 -0.01 0.00 0.3261
C -4.49355 -1.94602 -0.76127 0.05 -0.01 0.04 -1.1509
C -4.20716 -3.34563 -0.26663 0.03 -0.02 0.04 0.7998
O -3.29366 -3.57850 0.51429 -0.10 -0.04 -0.15 -0.6062
N -5.00280 -4.34376 -0.71861 0.00 0.05 -0.03 -0.1939
C -6.12284 -4.25676 -1.63708 0.08 -0.18 0.11 -0.8707
H -3.77645 -1.26706 -0.30920 0.02 -0.04 0.02 0.1585
H -4.39772 -1.89092 -1.84610 -0.06 0.02 -0.01 0.3629
H -5.49970 -1.63443 -0.47923 -0.02 0.01 -0.07 0.3605
H -4.76057 -5.25065 -0.35046 -0.01 0.00 0.00 0.2382
H -7.03517 -4.61130 -1.15608 -0.04 0.05 -0.03 0.2910
H -5.93745 -4.87028 -2.51952 -0.03 0.05 -0.04 0.2882
H -6.27619 -3.23145 -1.95548 0.00 0.01 0.00 0.3291
C -7.25295 8.65603 1.19235 0.05 -0.01 0.03 -1.3811
C -7.24449 7.18393 1.52826 0.03 0.05 0.07 0.8092
O -6.42286 6.70292 2.29621 -0.10 0.05 -0.09 -0.5956
N -8.19054 6.40395 0.94583 0.02 0.06 -0.04 -0.1319
C -9.23527 6.79963 0.01959 0.04 -0.21 0.10 -0.8713
H -6.44368 9.13384 1.73512 0.01 -0.04 0.02 0.2924
H -7.10357 8.81165 0.12344 -0.06 0.03 0.00 0.3783
H -8.19661 9.11543 1.48770 -0.01 0.02 -0.06 0.3881
H -8.13766 5.43378 1.21327 -0.02 0.01 0.01 0.2096
H -10.21734 6.57373 0.43689 -0.03 0.06 -0.03 0.2931
H -9.12926 6.26277 -0.92409 -0.02 0.06 -0.04 0.2889
H -9.18238 7.86386 -0.18123 0.01 0.01 0.00 0.3325
C 0.01968 -4.76461 -3.11149 0.01 0.04 -0.04 -1.5341
C 1.43460 -4.69381 -3.64276 0.00 0.01 0.01 0.8863
O 1.72554 -3.99081 -4.59894 -0.04 -0.01 -0.06 -0.6008
N 2.37550 -5.43554 -3.01035 -0.09 0.01 0.00 -0.0873
C 2.20228 -6.31888 -1.87263 0.27 0.07 -0.05 -0.8162
H -0.60451 -4.11751 -3.72037 0.04 0.01 -0.03 0.3163
H -0.36651 -5.78277 -3.16806 -0.02 0.00 0.07 0.4290
H -0.02428 -4.42801 -2.07457 -0.03 -0.06 0.02 0.3745
H 3.30108 -5.33524 -3.39900 0.01 0.03 0.03 0.2298
H 2.82113 -5.98200 -1.03804 -0.04 -0.02 0.04 0.1739
H 2.50020 -7.33446 -2.13831 -0.06 -0.03 0.05 0.2972
H 1.16487 -6.33392 -1.55542 -0.02 0.00 -0.01 0.3391
C 2.67405 -5.67107 2.44837 0.00 0.03 -0.02 -1.2281
C 4.11314 -5.63105 1.98418 0.02 0.01 -0.03 0.6729
O 4.45826 -4.94425 1.03575 -0.06 0.00 -0.04 -0.6472
N 5.01185 -6.38872 2.66207 -0.08 0.02 0.02 -0.1636
C 4.78133 -7.25712 3.80110 0.19 0.05 -0.12 -0.8360
H 2.09414 -5.01465 1.80573 0.04 0.01 -0.03 0.1858
H 2.26814 -6.68098 2.38106 -0.02 0.00 0.08 0.4120
H 2.59038 -5.32396 3.47918 -0.04 -0.07 0.03 0.4726
H 5.95088 -6.31665 2.30196 0.00 -0.01 0.00 0.2545
H 5.37699 -6.93021 4.65449 -0.05 -0.02 0.05 0.2816
H 5.06137 -8.28310 3.55895 -0.05 -0.03 0.04 0.2839
H 3.73473 -7.24382 4.08577 -0.01 0.00 0.00 0.3224

=====

# 2
21
Properties=species:S:1:pos:R:3:forces:R:3:mulliken_charge:R:1 method="wB97M-V/def2-TZVPD" multiplicity=2 charge=+1 e_above_lowest_kcal_mol=143.6 molar_mass_g_mol=119.16 e_lumo_ev="-7.8053 / -9.2130" s2=0.7732 max_force_ev_per_a=5.6
C -1.17947 0.09149 -0.67788 0.60 -1.45 -1.53 -0.3766
C -0.59911 -0.84617 -1.71527 1.69 1.93 0.68 -1.0162
C -0.48469 0.24984 0.56615 3.23 0.03 4.35 0.5379
N 1.05423 0.29168 0.49181 -4.27 1.68 2.28 0.0816
C 1.41207 0.64757 1.89888 1.04 -4.26 -0.62 -0.9271
C 1.77443 1.07074 -0.47595 1.04 -1.12 -1.02 -1.0122
O -1.04115 0.12656 1.72678 0.91 0.49 -5.46 -0.4558
H -2.22530 0.31075 -0.72806 -0.60 0.47 -0.02 0.4087
H -0.82584 1.92077 -1.52158 -0.11 -0.57 0.41 0.3174
H 0.33749 -1.31419 -1.38676 -0.38 0.13 0.26 0.4432
H -1.28445 -1.58531 -2.00811 -1.29 -0.80 -0.59 0.4204
H -0.25983 -0.25665 -2.60547 -0.71 -0.33 0.27 0.3499
H 0.81142 -0.18328 2.38539 1.29 1.74 0.68 0.3367
H 2.51262 0.40593 2.02314 -1.27 0.73 -0.01 0.3659
H 1.11275 1.64656 2.11052 -0.13 0.76 0.55 0.3646
H 1.72576 2.14949 -0.46487 -0.38 0.41 0.53 0.3364
H 2.84056 0.77865 -0.41062 -0.50 0.24 0.15 0.3710
H 1.47754 0.71235 -1.43536 -0.14 0.08 -1.06 0.3877
H -1.65800 -2.14853 0.50566 -0.21 -0.68 0.41 0.3090
H -2.96155 -1.63232 0.92770 -1.68 2.27 0.83 0.3266
O -2.53947 -2.43593 0.79390 1.86 -1.74 -1.09 -0.5690